{"formula": "C48H85Cl2N2O11", "method": "the ωB97M-V functional and the def2-TZVPD basis", "e_homo_ev": -10.2383, "lumo_ev": -3.702, "total_charge": 1, "spin_multiplicity": 1, "homo_lumo_gap_ev": 6.54, "species": ["C", "C", "C", "C", "C", "O", "O", "C", "C", "C", "N", "C", "C", "C", "Cl", "C", "C", "Cl", "N", "C", "C", "C", "C", "C", "C", "C", "C", "C", "C", "O", "C", "C", "O", "C", "C", "H", "H", "H", "H", "H", "H", "H", "H", "H", "H", "H", "H", "H", "H", "H", "H", "H", "H", "H", "H", "H", "H", "H", "H", "H", "H", "H", "H", "H", "H", "H", "H", "H", "H", "H", "H", "H", "H", "H", "H", "H", "H", "H", "C", "C", "O", "C", "H", "H", "H", "H", "H", "H", "C", "C", "O", "C", "H", "H", "H", "H", "H", "H", "C", "C", "O", "C", "H", "H", "H", "H", "H", "H", "C", "C", "O", "C", "H", "H", "H", "H", "H", "H", "C", "C", "O", "C", "H", "H", "H", "H", "H", "H", "C", "C", "O", "C", "H", "H", "H", "H", "H", "H", "C", "C", "O", "C", "H", "H", "H", "H", "H", "H"], "xyz": [[-6.145, -2.978, -2.337], [-5.269, -1.985, -2.596], [-4.405, -1.338, -1.611], [-3.136, -0.909, -1.975], [-2.628, -1.111, -3.372], [-2.807, -0.295, -4.224], [-1.931, -2.242, -3.512], [-2.551, -3.253, -4.359], [-1.520, -4.293, -4.723], [-0.321, -3.652, -5.472], [0.746, -3.263, -4.538], [-2.310, -0.312, -1.030], [-2.740, -0.152, 0.265], [-1.809, 0.434, 1.249], [-1.814, 2.145, 1.439], [-0.974, -0.356, 1.930], [-0.912, -1.846, 1.755], [0.103, 0.296, 3.085], [-3.987, -0.557, 0.620], [-4.464, -0.442, 2.019], [-4.608, 0.982, 2.568], [-3.875, 1.164, 3.894], [-4.308, 0.178, 4.969], [-3.466, 0.321, 6.259], [-2.757, -0.980, 6.616], [-2.265, -1.003, 8.073], [-0.830, -1.485, 8.236], [-0.624, -2.955, 7.881], [0.538, -3.619, 8.646], [0.111, -4.662, 9.483], [0.364, -5.972, 9.010], [-4.808, -1.135, -0.291], [-6.009, -1.495, 0.146], [-7.114, -0.638, -0.268], [-6.744, 0.797, -0.548], [-5.870, -3.836, -1.737], [-7.144, -2.976, -2.749], [-5.150, -1.657, -3.624], [-3.394, -3.693, -3.832], [-2.905, -2.771, -5.268], [-1.984, -5.063, -5.333], [-1.097, -4.710, -3.814], [0.081, -4.377, -6.169], [-0.711, -2.779, -5.994], [0.783, -2.261, -4.442], [1.631, -3.552, -4.927], [-1.324, 0.026, -1.305], [-1.786, -2.326, 2.183], [-0.832, -2.079, 0.697], [-0.007, -2.208, 2.224], [-5.393, -0.971, 2.142], [-3.732, -0.967, 2.626], [-5.658, 1.172, 2.784], [-4.301, 1.740, 1.856], [-4.093, 2.160, 4.270], [-2.800, 1.052, 3.756], [-4.198, -0.858, 4.648], [-5.365, 0.292, 5.208], [-2.697, 1.066, 6.064], [-4.109, 0.620, 7.080], [-3.442, -1.815, 6.471], [-1.913, -1.156, 5.946], [-2.911, -1.606, 8.707], [-2.308, 0.017, 8.452], [-0.574, -1.369, 9.290], [-0.145, -0.839, 7.688], [-1.518, -3.549, 8.058], [-0.390, -3.017, 6.817], [1.004, -2.866, 9.284], [1.307, -3.932, 7.938], [-0.537, -6.410, 8.590], [0.638, -6.598, 9.855], [1.186, -6.012, 8.296], [-7.600, -1.048, -1.146], [-7.868, -0.660, 0.510], [-6.248, 0.934, -1.503], [-7.657, 1.377, -0.612], [-6.145, 1.244, 0.244], [2.681, 0.500, -4.451], [3.218, -0.342, -5.585], [3.051, -1.544, -5.607], [3.963, 0.381, -6.671], [2.168, -0.146, -3.737], [3.495, 1.016, -3.942], [1.977, 1.241, -4.835], [4.832, 0.889, -6.261], [3.314, 1.118, -7.145], [4.295, -0.332, -7.420], [8.348, 1.495, -8.356], [7.206, 2.457, -8.136], [6.084, 2.058, -7.909], [7.534, 3.923, -8.211], [7.983, 0.473, -8.277], [8.777, 1.646, -9.348], [9.123, 1.663, -7.607], [7.933, 4.168, -9.195], [8.267, 4.177, -7.457], [6.627, 4.501, -8.039], [-6.322, 3.073, -4.716], [-7.333, 3.473, -3.670], [-7.508, 2.810, -2.671], [-8.114, 4.736, -3.925], [-5.828, 2.151, -4.417], [-6.819, 2.915, -5.675], [-5.572, 3.857, -4.831], [-8.682, 4.644, -4.852], [-7.436, 5.586, -4.008], [-8.803, 4.910, -3.102], [-2.584, -10.346, 8.803], [-2.141, -9.296, 9.794], [-1.976, -8.144, 9.466], [-1.912, -9.754, 11.214], [-2.713, -9.890, 7.825], [-1.835, -11.136, 8.733], [-3.532, -10.783, 9.120], [-1.136, -10.519, 11.240], [-2.833, -10.167, 11.627], [-1.599, -8.907, 11.820], [3.005, 2.167, -0.649], [3.819, 3.182, -1.422], [4.046, 3.031, -2.598], [4.322, 4.374, -0.651], [2.705, 1.360, -1.316], [3.600, 1.752, 0.166], [2.115, 2.641, -0.235], [4.971, 4.045, 0.163], [3.488, 4.938, -0.239], [4.886, 5.024, -1.313], [3.126, 6.276, 2.627], [3.947, 7.257, 1.821], [4.173, 7.086, 0.645], [4.473, 8.463, 2.559], [2.805, 5.454, 1.990], [3.722, 5.876, 3.449], [2.245, 6.773, 3.035], [5.122, 8.148, 3.378], [3.644, 9.045, 2.965], [5.043, 9.086, 1.874], [12.635, 3.660, -8.342], [11.515, 4.644, -8.112], [10.387, 4.275, -7.875], [11.866, 6.108, -8.191], [12.251, 2.646, -8.258], [13.058, 3.799, -9.338], [13.420, 3.806, -7.599], [12.257, 6.346, -9.181], [12.621, 6.353, -7.442], [10.976, 6.705, -8.007]], "forces_ev_per_angstrom": [[0.358, 0.061, -0.059], [-0.528, -0.279, 0.006], [1.151, -1.103, -0.510], [0.286, 0.260, 0.579], [0.213, 0.089, -0.142], [-0.249, 0.101, -0.210], [-0.303, -0.290, 0.387], [0.144, -0.416, -0.632], [0.778, 0.724, 0.027], [-0.297, -0.077, 0.878], [-0.332, -0.382, -0.197], [-0.280, 0.049, -0.140], [0.256, 0.154, -0.341], [0.120, -0.181, 0.633], [0.123, 0.161, -0.334], [-0.218, -0.001, -0.107], [0.279, 0.377, -0.202], [0.139, 0.157, 0.163], [-0.349, -0.067, -0.170], [0.543, 0.256, 0.710], [-0.304, 0.119, 0.296], [-0.248, -0.383, 0.024], [0.158, -0.091, 0.486], [-0.099, -0.502, -0.798], [-0.164, -0.318, 0.611], [0.462, 0.431, -0.376], [-0.331, -0.303, 0.681], [0.592, 0.027, -0.421], [-0.235, 0.541, -0.056], [0.437, -0.115, -0.010], [-0.253, -0.189, 0.233], [-0.246, -0.036, -0.105], [-0.111, 0.084, 0.124], [-0.775, 0.589, -0.309], [0.158, 0.024, 0.072], [-0.479, 0.589, 1.309], [0.360, -0.697, -1.254], [-0.906, 1.086, 0.114], [-0.067, 0.062, 0.203], [-0.116, 0.205, -0.048], [-0.202, -0.105, 0.050], [-0.137, -0.383, 0.109], [-0.040, 0.021, -0.286], [0.130, 0.010, -0.485], [0.174, 0.080, -0.021], [0.184, 0.275, 0.095], [0.152, 0.045, 0.071], [-0.061, -0.202, 0.083], [-0.177, -0.171, -0.131], [-0.022, -0.227, 0.191], [-0.060, -0.241, -0.376], [0.193, -0.112, -0.055], [-0.210, -0.026, -0.215], [0.042, -0.012, -0.160], [0.245, 0.253, -0.057], [0.122, 0.182, -0.017], [0.001, -0.093, -0.282], [-0.167, 0.133, -0.098], [-0.036, 0.373, 0.376], [0.082, 0.246, 0.183], [-0.091, -0.113, -0.124], [0.046, 0.079, -0.174], [-0.166, -0.060, 0.000], [-0.075, 0.109, 0.155], [0.067, 0.089, 0.127], [0.071, 0.014, -0.159], [-0.163, 0.029, 0.097], [-0.244, -0.144, -0.202], [0.061, 0.053, 0.142], [0.084, -0.336, 0.041], [-0.051, -0.019, -0.269], [0.028, 0.007, 0.188], [0.053, 0.152, -0.155], [0.201, -0.319, -0.163], [0.271, -0.341, 0.476], [0.154, -0.008, -0.085], [-0.158, 0.052, -0.056], [0.080, -0.007, 0.120], [-0.072, -0.311, 0.077], [-0.033, 0.044, -0.051], [0.000, -0.008, 0.043], [-0.120, -0.405, 0.037], [0.005, -0.002, -0.014], [-0.061, 0.188, -0.074], [0.125, 0.119, 0.011], [-0.066, 0.167, -0.018], [0.101, 0.148, 0.075], [0.025, 0.012, -0.019], [-0.197, -0.206, 0.066], [0.025, 0.010, -0.062], [0.103, 0.063, -0.047], [-0.748, -0.019, 0.054], [-0.019, 0.003, -0.007], [0.118, 0.086, 0.056], [0.094, 0.109, -0.107], [0.203, 0.013, 0.073], [0.172, 0.041, -0.062], [-0.037, -0.045, -0.049], [0.014, -0.186, 0.186], [-0.021, 0.046, -0.032], [0.036, 0.012, -0.082], [-0.091, -0.078, 0.225], [0.005, -0.001, 0.002], [0.041, 0.127, -0.050], [-0.059, 0.049, -0.120], [0.095, 0.076, -0.074], [-0.006, -0.001, -0.143], [-0.003, -0.004, 0.007], [0.014, 0.197, -0.133], [-0.006, -0.033, 0.034], [-0.047, -0.044, -0.024], [0.052, 0.231, 0.010], [0.001, 0.011, -0.003], [-0.073, -0.085, 0.082], [0.062, -0.112, 0.051], [-0.093, -0.103, 0.011], [0.042, -0.130, -0.019], [0.000, 0.012, -0.004], [-0.031, -0.154, -0.220], [0.055, 0.025, 0.132], [0.015, -0.021, -0.111], [0.079, -0.194, -0.367], [0.016, 0.025, 0.013], [-0.051, 0.068, 0.101], [0.022, 0.027, 0.139], [-0.112, 0.036, 0.102], [0.026, -0.007, 0.113], [-0.004, 0.042, 0.013], [0.006, -0.087, -0.236], [0.044, 0.091, 0.040], [-0.077, 0.051, 0.103], [0.086, 0.025, -0.204], [0.001, 0.002, 0.000], [-0.058, 0.084, 0.089], [0.060, 0.013, 0.121], [-0.099, 0.021, 0.093], [0.019, -0.051, 0.124], [0.003, 0.000, -0.013], [-0.194, -0.147, 0.030], [0.030, -0.008, -0.004], [0.373, 0.031, 0.021], [-0.238, 0.009, 0.051], [-0.008, -0.003, 0.002], [0.109, 0.072, 0.050], [0.080, 0.070, -0.088], [0.133, -0.002, 0.045], [0.103, -0.002, -0.094], [-0.010, -0.003, 0.003]]}